This record from OMol25 describes a structure of composition C24H45BrNO2Ti at a distorted geometry. The level of theory is wB97M-V/def2-TZVPD.

```
74
C24H45BrNO2Ti | OMol25 | wB97M-V/def2-TZVPD
C 1.882 -4.187 1.596
C 1.959 -3.124 0.460
C 1.924 -3.717 -0.977
C 0.713 -4.629 -1.286
C -0.655 -3.894 -1.278
C -1.337 -3.805 0.107
C -2.469 -2.715 0.097
C -2.752 -2.216 1.544
C -3.175 -0.725 1.680
C -2.670 -0.050 3.013
C -1.220 0.564 2.776
C -1.498 1.994 2.321
C -0.341 2.875 1.754
C 0.509 2.306 0.547
C 1.664 1.312 0.925
C 2.177 1.414 2.366
O 2.109 0.557 3.111
Br 3.048 3.064 2.989
C 1.127 3.560 -0.174
C 1.387 3.444 -1.724
C 2.847 2.955 -2.074
C 1.367 4.925 -2.272
N 0.318 2.726 -2.458
O -0.617 3.393 -2.714
C -0.061 1.405 -1.883
C -1.374 0.943 -2.670
C 0.960 0.254 -2.182
C -0.477 1.493 -0.334
H 1.289 -3.767 2.425
H 1.379 -5.115 1.295
H 2.883 -4.465 1.949
H 2.903 -2.572 0.621
H 1.135 -2.385 0.556
H 2.859 -4.282 -1.120
H 1.967 -2.875 -1.697
H 0.674 -5.517 -0.641
H 0.869 -4.997 -2.315
H -0.541 -2.914 -1.764
H -1.330 -4.478 -1.931
H -1.736 -4.792 0.381
H -0.618 -3.512 0.888
H -2.202 -1.899 -0.616
H -3.361 -3.220 -0.313
H -3.597 -2.817 1.909
H -1.849 -2.351 2.160
H -4.281 -0.719 1.741
H -2.919 -0.090 0.752
H -2.674 -0.801 3.809
H -3.355 0.793 3.176
H -0.704 0.517 3.743
H -0.729 -0.081 2.033
H -2.369 1.997 1.612
H -1.854 2.536 3.213
H 0.305 3.273 2.551
H -0.864 3.766 1.350
H 2.538 1.445 0.267
H 1.353 0.266 0.782
H 0.561 4.484 0.020
H 2.117 3.731 0.283
H 3.051 1.928 -1.750
H 2.897 2.952 -3.177
H 3.569 3.667 -1.668
H 2.297 5.419 -1.966
H 1.285 4.940 -3.369
H 0.543 5.507 -1.836
H -1.285 1.058 -3.757
H -2.276 1.508 -2.296
H -1.532 -0.114 -2.372
H 0.443 -0.579 -2.670
H 1.759 0.585 -2.861
H 1.440 -0.138 -1.277
H -0.636 0.459 0.001
H -1.503 2.005 -0.314
Ti -3.248 1.518 -1.068
```

Computed properties:
largest force on an atom	5.85	eV/Å
LUMO level (alpha / beta)	-0.484 / -0.485	Ha
total charge	+3
⟨S²⟩	2.00
frontier orbital gap (alpha / beta)	0.15258 / 0.15204	hartree
2S+1	3
E	-124323.10522	eV
E_HOMO (alpha / beta)	-17.3 / -17.3	eV

These are the Mulliken partial charges, in e, on atoms 1 to 6:
1 C -1.342
2 C 0.933
3 C -0.628
4 C -0.941
5 C 0.118
6 C -0.280

***

This record from OMol25 describes a cluster of 3 separate species, C24H45ClN4O10S2 in total at a distorted geometry. The level of theory is wB97M-V/def2-TZVPD.

```
86
C24H45ClN4O10S2 | OMol25 | wB97M-V/def2-TZVPD
C -1.166 -0.617 -1.962
C -0.837 0.961 -1.663
Cl -0.839 1.182 0.183
C -1.905 2.015 -2.393
C -3.472 1.763 -1.846
N -4.218 0.822 -2.628
N -5.423 0.594 -2.174
C -5.747 1.330 -0.993
S -7.490 0.944 -0.293
C -8.787 1.112 -1.634
C -8.809 -0.169 -2.707
O -9.674 -0.081 -3.721
O -7.854 -1.259 -2.454
C -8.382 -2.574 -2.851
C -7.922 -3.628 -1.637
C -9.032 -3.365 -0.415
O -6.627 -3.151 -1.090
C -5.489 -3.637 -1.886
O -5.538 -4.124 -3.130
C -3.987 -3.513 -1.162
S -4.087 -2.261 0.255
N -5.021 2.300 -0.236
N -3.815 2.531 -0.687
H -0.276 -1.141 -2.546
H -2.139 -0.805 -2.584
H -1.232 -1.181 -0.916
H 0.233 1.176 -2.143
H -1.616 3.135 -2.196
H -1.883 1.825 -3.548
H -9.845 1.050 -1.084
H -8.769 2.155 -2.167
H -7.789 -2.886 -3.835
H -9.531 -2.605 -3.068
H -7.907 -4.742 -1.996
H -8.560 -2.522 0.286
H -9.991 -2.845 -0.896
H -9.293 -4.344 0.178
H -3.631 -4.550 -0.699
H -3.145 -3.216 -1.938
H -2.799 -1.832 0.629
C 5.224 -5.318 -1.400
O 5.159 -3.934 -1.700
C 4.538 -3.675 -2.958
C 3.846 -2.305 -2.939
O 2.609 -2.300 -2.213
C 2.708 -2.409 -0.790
C 3.264 -1.147 -0.118
O 4.682 -1.070 -0.296
C 5.155 0.267 -0.323
H 5.900 -5.828 -2.090
H 5.602 -5.430 -0.380
H 4.225 -5.768 -1.441
H 3.802 -4.444 -3.198
H 5.324 -3.674 -3.719
H 3.582 -2.047 -3.966
H 4.510 -1.514 -2.584
H 3.262 -3.302 -0.499
H 1.682 -2.549 -0.433
H 3.074 -1.187 0.959
H 2.770 -0.264 -0.538
H 4.642 0.841 -1.100
H 6.222 0.247 -0.562
H 5.015 0.739 0.656
C 7.245 2.249 5.518
O 5.967 2.801 5.255
C 5.602 3.811 6.194
C 4.666 4.836 5.540
O 5.343 5.751 4.667
C 5.823 5.212 3.431
C 4.705 4.880 2.435
O 4.049 3.664 2.809
C 2.689 3.633 2.406
H 7.233 1.686 6.454
H 7.502 1.573 4.698
H 8.004 3.038 5.556
H 6.483 4.325 6.580
H 5.078 3.318 7.020
H 4.235 5.452 6.331
H 3.827 4.359 5.029
H 6.484 4.362 3.600
H 6.439 6.001 2.986
H 5.130 4.727 1.439
H 3.992 5.711 2.398
H 2.149 4.496 2.807
H 2.234 2.726 2.812
H 2.618 3.613 1.313
```

Computed properties:
largest force on an atom	8.41	eV/Å
LUMO level	-0.033	Ha
frontier orbital gap	0.30423	hartree
E	-86232.38029	eV
SMILES string	C[C@H](Cl)Cc1nnc(SCC(=O)OC[C@H](C)OC(=O)CS)nn1.COCCOCCOC.COCCOCCOC
E_HOMO	-9.2	eV

These are the Mulliken partial charges, in e, on atoms 1 to 6:
1 C -0.644
2 C 0.165
3 Cl -0.220
4 C -0.848
5 C 0.520
6 N -0.473

***

This record from OMol25 describes a cluster of 3 separate species, C24H45F5IN2O15P3S2 in total at a distorted geometry. The level of theory is wB97M-V/def2-TZVPD.

```
97
C24H45F5IN2O15P3S2 | OMol25 | wB97M-V/def2-TZVPD
C 1.719 1.644 0.595
C 0.658 0.825 0.802
C -0.042 0.098 -0.349
C -1.362 0.810 -0.774
C -1.432 2.315 -0.472
O -1.750 2.656 0.878
C -3.009 3.064 1.112
F -3.260 4.263 0.565
F -3.122 3.198 2.432
F -3.945 2.211 0.698
P -1.430 0.831 -2.681
S -0.698 2.422 -3.523
O -2.530 0.041 -0.369
S -2.422 -0.696 1.041
O -3.683 -1.264 1.356
O -2.021 0.288 2.004
C -1.021 -1.947 1.026
C -1.510 -3.408 0.825
O -2.826 -3.541 0.353
C -3.598 -4.516 1.035
C -5.056 -4.288 0.660
C -5.954 -5.436 1.110
N -0.443 -1.802 2.385
C 0.652 -2.600 2.751
O 0.997 -3.647 2.338
F 1.374 -2.000 3.698
C -1.357 -1.830 3.490
O -2.319 -2.487 3.620
F -0.996 -0.963 4.423
C -0.085 -1.444 -0.142
C 1.416 -1.810 0.115
N 2.285 -1.471 -1.011
C -0.346 -2.177 -1.496
C -1.755 -2.382 -2.090
C -1.918 -3.859 -2.480
I -3.815 -4.232 -3.374
H 1.679 2.496 -0.081
H 2.676 1.467 1.079
H 0.336 0.672 1.828
H 0.638 0.262 -1.186
H -2.198 2.756 -1.110
H -0.467 2.753 -0.690
H -2.784 0.585 -2.979
H -0.717 -0.254 -3.184
H -1.444 -3.964 1.759
H -0.844 -3.969 0.165
H -3.525 -4.422 2.120
H -3.332 -5.522 0.686
H -5.165 -4.039 -0.394
H -5.378 -3.399 1.208
H -6.984 -5.200 0.847
H -5.660 -6.385 0.665
H -5.949 -5.494 2.200
H 1.433 -2.889 0.255
H 1.806 -1.373 1.032
H 2.853 -2.260 -1.289
H 2.952 -0.772 -0.709
H 0.097 -3.169 -1.389
H 0.274 -1.722 -2.263
H -1.920 -1.867 -3.035
H -2.609 -2.140 -1.466
H -1.176 -4.098 -3.240
H -1.771 -4.533 -1.645
C 6.136 3.349 -5.703
O 4.827 2.941 -5.272
P 4.180 1.622 -5.951
O 4.418 1.746 -7.407
O 2.700 1.967 -5.467
C 2.049 3.100 -6.039
O 3.959 0.053 -5.645
C 5.099 -0.808 -5.821
H 6.544 4.003 -4.935
H 6.802 2.500 -5.839
H 6.053 3.901 -6.637
H 2.440 3.334 -7.030
H 2.170 3.965 -5.386
H 0.989 2.869 -6.121
H 5.996 -0.390 -5.363
H 5.274 -0.974 -6.883
H 4.872 -1.755 -5.339
C 1.322 1.144 5.238
O 1.115 2.293 6.076
P 0.937 3.732 5.354
O 2.005 3.815 4.329
O 1.218 4.559 6.693
C 2.531 4.526 7.244
O -0.229 4.741 4.913
C -0.949 4.376 3.714
H 1.076 0.262 5.825
H 0.689 1.169 4.352
H 2.368 1.098 4.940
H 3.281 4.322 6.479
H 2.588 3.768 8.026
H 2.728 5.502 7.683
H -1.220 3.325 3.724
H -0.333 4.590 2.840
H -1.855 4.972 3.672
```

Computed properties:
largest force on an atom	5.09	eV/Å
LUMO level	-0.004	Ha
frontier orbital gap	0.32572	hartree
E	-130533.65973	eV
SMILES string	C=C[C@H]1[C@](CN)(CCCI)[C@@](COCCC)(N(C(=O)F)C(=O)F)S(=O)(=O)O[C@]1(COC(F)(F)F)[PH2]=S.COP(=O)(OC)OC.COP(=O)(OC)OC
E_HOMO	-9.0	eV

These are the Mulliken partial charges, in e, on atoms 1 to 6:
1 C -0.960
2 C -1.304
3 C -2.143
4 C 3.155
5 C -3.021
6 O 0.187

***

This record from OMol25 describes a cluster of 2 separate species, C24H45O3SSi in total at a distorted geometry. The level of theory is wB97M-V/def2-TZVPD.

```
74
C24H45O3SSi | OMol25 | wB97M-V/def2-TZVPD
C 3.593 1.289 0.536
C 3.585 2.866 0.240
O 3.805 3.222 -1.144
C 2.821 2.640 -2.022
C 1.313 3.113 -1.716
O 1.146 4.561 -1.736
C 0.291 5.010 -0.682
S -1.488 4.399 -0.867
C -2.115 4.232 0.867
C -2.998 2.931 1.169
C -4.019 2.474 0.025
C -4.430 0.935 0.372
C -4.859 0.069 -0.903
C -3.833 0.101 -2.138
C -3.357 -1.341 -2.650
C -2.482 -2.169 -1.586
Si -0.655 -1.584 -1.430
C -0.310 0.129 -2.226
C 0.462 -2.848 -2.395
C -0.264 -1.606 0.474
C 0.249 -2.932 1.090
C 0.519 -2.953 2.621
C 0.253 -1.662 3.428
C -0.260 -0.324 2.799
C -0.525 -0.295 1.258
H 4.358 0.704 -0.087
H 2.524 0.905 0.322
H 3.816 1.039 1.640
H 2.643 3.357 0.680
H 4.475 3.309 0.829
H 2.883 1.496 -2.098
H 3.060 3.029 -3.084
H 0.667 2.690 -2.577
H 0.927 2.656 -0.727
H 0.264 6.156 -0.733
H 0.732 4.695 0.325
H -1.458 3.171 -1.534
H -2.669 5.166 1.261
H -1.177 4.149 1.541
H -2.341 2.045 1.515
H -3.642 3.188 2.097
H -4.978 3.107 0.147
H -3.667 2.613 -1.049
H -5.317 1.007 1.099
H -3.599 0.376 0.922
H -4.978 -1.021 -0.538
H -5.898 0.401 -1.241
H -2.952 0.767 -1.852
H -4.392 0.588 -3.027
H -2.797 -1.307 -3.661
H -4.323 -1.941 -2.868
H -3.002 -2.062 -0.557
H -2.458 -3.307 -1.793
H -0.858 0.187 -3.237
H 0.807 0.345 -2.396
H -0.709 1.009 -1.589
H 0.141 -2.906 -3.496
H 1.561 -2.536 -2.382
H 0.297 -3.869 -1.904
H 0.382 -3.827 0.397
H 0.882 -3.932 3.080
H 0.440 -1.700 4.556
H -0.469 0.607 3.418
H -0.904 0.615 0.687
C 5.125 -5.958 1.659
C 3.986 -5.408 2.476
O 2.909 -5.975 2.522
C 4.229 -4.131 3.234
H 4.807 -6.880 1.169
H 5.416 -5.236 0.893
H 5.974 -6.182 2.309
H 4.478 -3.327 2.537
H 5.037 -4.273 3.954
H 3.322 -3.855 3.776
```

Computed properties:
largest force on an atom	4.85	eV/Å
LUMO level	-0.115	Ha
total charge	+1
frontier orbital gap	0.28764	hartree
E	-50459.27059	eV
E_HOMO	-11.0	eV

These are the Mulliken partial charges, in e, on atoms 1 to 6:
1 C -0.677
2 C 0.046
3 O -0.400
4 C -0.587
5 C -0.309
6 O -0.398

***

This record from OMol25 describes a structure of composition C24H46AsBrF6NO4S at a distorted geometry. The level of theory is wB97M-V/def2-TZVPD.

```
84
C24H46AsBrF6NO4S | OMol25 | wB97M-V/def2-TZVPD
C 5.333 -4.399 0.979
C 4.697 -3.065 1.608
C 5.767 -2.022 2.178
C 6.912 -1.601 1.122
C 6.741 -0.130 0.523
C 5.375 0.116 -0.283
C 4.531 1.359 0.326
C 3.205 1.605 -0.577
C 3.496 2.395 -1.934
C 2.194 2.784 -2.788
C 0.985 1.696 -2.655
C -0.032 2.163 -1.514
C -0.306 1.167 -0.314
As -2.164 0.352 -0.121
Br -2.067 0.021 -2.534
C -2.165 0.669 1.901
C -2.967 -0.365 2.788
C -4.043 0.422 3.701
F -3.443 1.359 4.576
F -4.861 -0.489 4.421
F -4.942 1.153 2.853
C -3.069 2.164 -0.300
O -2.296 3.310 0.193
C -3.131 4.419 0.477
C -2.686 5.290 1.759
O -4.123 4.745 -0.213
N -3.858 -0.407 -0.089
C -4.224 -1.544 -0.935
C -5.306 -1.209 -2.111
C -5.971 -2.647 -2.488
C -7.148 -3.069 -1.472
S -1.063 -1.641 0.317
O -1.962 -2.734 0.902
O 0.014 -1.486 1.395
C -0.218 -2.468 -1.118
F 0.707 -1.715 -1.849
F -1.045 -3.130 -2.041
F 0.563 -3.524 -0.533
H 4.804 -5.361 1.300
H 5.297 -4.276 -0.166
H 6.441 -4.411 1.260
H 4.011 -2.551 0.862
H 4.044 -3.403 2.496
H 6.237 -2.518 3.106
H 5.240 -1.072 2.546
H 7.895 -1.588 1.727
H 7.072 -2.410 0.320
H 6.824 0.606 1.387
H 7.628 0.039 -0.191
H 5.645 0.280 -1.385
H 4.757 -0.856 -0.260
H 5.158 2.297 0.459
H 4.121 0.962 1.328
H 2.858 0.540 -0.857
H 2.342 2.052 0.023
H 4.211 1.831 -2.613
H 3.994 3.391 -1.630
H 1.857 3.842 -2.540
H 2.512 2.742 -3.895
H 0.445 1.731 -3.666
H 1.503 0.704 -2.488
H 0.479 3.092 -1.045
H -0.961 2.628 -2.009
H -0.154 1.757 0.666
H 0.532 0.394 -0.320
H -1.095 0.708 2.328
H -2.596 1.703 2.175
H -3.527 -1.211 2.310
H -2.246 -0.833 3.557
H -4.058 2.245 0.291
H -3.376 2.341 -1.397
H -3.582 5.616 2.370
H -1.977 4.627 2.377
H -2.046 6.137 1.355
H -4.661 0.220 -0.057
H -3.401 -2.240 -1.286
H -4.859 -2.233 -0.246
H -6.141 -0.548 -1.716
H -4.812 -0.838 -3.063
H -6.431 -2.623 -3.542
H -5.146 -3.450 -2.442
H -7.517 -4.120 -1.765
H -7.984 -2.299 -1.421
H -6.765 -3.189 -0.392
```

Computed properties:
largest force on an atom	8.10	eV/Å
LUMO level	0.098	Ha
total charge	-1
frontier orbital gap	0.30994	hartree
E	-193330.83224	eV
E_HOMO	-5.8	eV

These are the Mulliken partial charges, in e, on atoms 1 to 6:
1 C -0.989
2 C -0.076
3 C -0.583
4 C -0.629
5 C -0.741
6 C -0.095

***

This record from OMol25 describes a cluster of 8 separate species, C24H46Br2Cl6O5 in total at a distorted geometry. The level of theory is wB97M-V/def2-TZVPD.

```
83
C24H46Br2Cl6O5 | OMol25 | wB97M-V/def2-TZVPD
C 5.269 1.362 2.894
Cl 4.715 2.576 1.726
Cl 4.333 -0.106 2.738
Cl 5.218 1.956 4.561
H 6.330 1.230 2.720
C -2.726 -3.788 3.416
Cl -2.276 -4.037 1.719
Cl -2.090 -2.257 3.998
Cl -2.197 -5.161 4.411
H -3.807 -3.825 3.456
C -1.299 1.998 -3.648
C -1.723 1.438 -4.979
C -2.677 2.538 -5.529
O -2.602 3.620 -4.628
C -1.458 3.512 -3.791
H -0.287 1.714 -3.348
H -1.968 1.507 -2.930
H -2.244 0.485 -5.038
H -0.828 1.401 -5.610
H -3.713 2.223 -5.684
H -2.394 2.864 -6.540
H -1.499 4.048 -2.849
H -0.617 3.900 -4.382
C -0.761 1.998 6.605
C 0.430 1.825 5.693
C 0.067 2.668 4.460
O -1.368 2.673 4.453
C -1.899 1.997 5.585
H -0.678 2.934 7.159
H -0.777 1.197 7.346
H 0.614 0.772 5.461
H 1.373 2.200 6.098
H 0.568 2.336 3.552
H 0.514 3.641 4.689
H -2.210 0.967 5.390
H -2.746 2.531 6.017
C 1.356 -0.473 0.967
C 0.467 -0.900 -0.188
C -0.799 -0.100 0.154
O -0.853 0.008 1.580
C 0.404 -0.417 2.133
H 1.729 0.549 0.823
H 2.232 -1.095 1.150
H 0.237 -1.968 -0.242
H 0.885 -0.693 -1.175
H -1.669 -0.715 -0.076
H -0.743 0.852 -0.374
H 0.243 -1.462 2.441
H 0.734 0.078 3.044
C 6.096 -1.870 -1.723
C 5.112 -1.201 -0.788
C 4.161 -0.412 -1.712
O 4.134 -1.258 -2.875
C 5.424 -1.789 -3.117
H 6.231 -2.912 -1.432
H 7.073 -1.385 -1.714
H 5.628 -0.541 -0.093
H 4.501 -1.995 -0.365
H 4.437 0.592 -2.045
H 3.156 -0.358 -1.302
H 5.975 -1.132 -3.801
H 5.336 -2.741 -3.639
C -0.899 -2.480 -3.384
C -2.403 -2.521 -3.535
C -2.719 -3.991 -3.323
O -1.576 -4.704 -3.815
C -0.499 -3.781 -4.082
H -0.557 -2.505 -2.350
H -0.452 -1.612 -3.873
H -2.685 -2.221 -4.548
H -2.968 -1.886 -2.849
H -3.614 -4.239 -3.894
H -2.861 -4.174 -2.256
H -0.239 -3.622 -5.128
H 0.328 -4.227 -3.527
Br -6.364 2.461 1.710
C -4.593 2.556 2.532
C -3.501 1.923 1.698
Br -3.146 2.902 0.012
H -4.607 2.035 3.487
H -4.430 3.614 2.701
H -3.720 0.917 1.361
H -2.563 1.956 2.244
```

Computed properties:
largest force on an atom	2.19	eV/Å
LUMO level	0.011	Ha
frontier orbital gap	0.35547	hartree
E	-251087.83083	eV
SMILES string	ClC(Cl)Cl.ClC(Cl)Cl.C1CCOC1.C1CCOC1.C1CCOC1.C1CCOC1.C1CCOC1.BrCCBr
E_HOMO	-9.4	eV

These are the Mulliken partial charges, in e, on atoms 1 to 6:
1 C -0.028
2 Cl -0.126
3 Cl -0.080
4 Cl -0.131
5 H 0.349
6 C -0.125